{
  "formula": "C39H60N12S2Tl",
  "method": "ωB97M-V with the def2-TZVPD basis set",
  "symbols": ["Tl", "S", "S", "N", "N", "N", "N", "N", "N", "N", "N", "N", "N", "N", "N", "C", "C", "C", "C", "C", "C", "C", "C", "C", "C", "C", "C", "C", "C", "C", "C", "C", "C", "C", "C", "C", "C", "C", "C", "C", "C", "C", "C", "C", "C", "C", "C", "C", "C", "C", "C", "C", "C", "C", "H", "H", "H", "H", "H", "H", "H", "H", "H", "H", "H", "H", "H", "H", "H", "H", "H", "H", "H", "H", "H", "H", "H", "H", "H", "H", "H", "H", "H", "H", "H", "H", "H", "H", "H", "H", "H", "H", "H", "H", "H", "H", "H", "H", "H", "H", "H", "H", "H", "H", "H", "H", "H", "H", "H", "H", "H", "H", "H", "H"],
  "xyz": [[0.3668, 0.1968, 0.2705], [1.1635, -3.8494, -3.4307], [1.5655, 2.3187, 1.2765], [-1.7862, 3.6528, 0.7140], [-1.5789, 3.4966, 3.0256], [-1.8499, -0.3115, -1.0253], [0.6547, 2.4277, -1.1936], [4.1081, -2.2342, 2.3253], [-3.7369, -0.4957, -2.4263], [1.9726, -1.2212, 2.1718], [-0.1205, -2.8713, -1.4098], [3.6670, -0.2149, 3.3854], [-1.6627, 0.0695, -3.3293], [-0.8930, -1.2884, 1.7619], [-1.5885, 1.5581, 1.6668], [-4.1595, -1.3921, -3.4837], [5.1576, -2.5731, 3.2677], [-2.3017, 0.6273, -4.5089], [4.2992, -2.7871, 0.9986], [-1.6573, 2.8507, 1.8077], [-0.4446, -4.4060, -3.1676], [-2.0505, -1.7542, 0.9931], [1.3668, -2.4654, 1.7518], [4.9435, 0.4196, 3.1175], [1.8474, 4.3858, -0.5196], [0.4260, 3.0086, -2.3770], [-1.1702, -5.3355, -3.9084], [-2.4961, 4.5515, 3.4009], [2.0094, -0.7087, -0.9511], [2.1176, -1.8580, -1.7486], [-2.3783, -0.2469, -2.2115], [-0.0796, -2.4651, 2.2102], [-0.9773, -3.7758, -2.0350], [4.3359, -0.1798, -1.4380], [0.8853, 4.2656, -2.7065], [-1.2061, -0.4899, 2.9625], [3.2022, -1.2224, 2.5773], [-2.4546, -5.6305, -3.5021], [1.0088, -2.7978, -2.0280], [-1.3941, 5.0482, 0.7055], [-2.5528, 3.2123, -0.4358], [4.4419, -1.3118, -2.2262], [-2.0724, 0.7311, 2.7547], [1.3338, 3.1057, -0.2592], [-3.0042, -5.0130, -2.3737], [-4.7461, 0.3991, -1.9045], [2.7820, 0.5191, 4.2617], [-0.6012, 3.1153, 4.0199], [3.1335, 0.1030, -0.8057], [-2.7223, -0.7609, 0.0519], [3.3434, -2.1359, -2.3688], [-2.2822, -4.0940, -1.6407], [-0.2485, -0.2259, -3.4618], [1.6265, 4.9585, -1.7508], [5.3696, -1.5580, -2.7252], [1.8619, -3.3397, 2.1886], [-4.0109, -5.2654, -2.0678], [3.4476, -3.0301, -2.9712], [5.5923, 0.4048, 3.9976], [-0.0707, -2.4698, 3.3017], [-5.5988, -0.1681, -1.5212], [-3.1078, 0.4288, 2.5590], [-5.1183, 1.0835, -2.6780], [-4.3390, 0.9948, -1.0901], [-2.4649, 2.1372, -0.5526], [-0.0906, -1.2832, -3.6700], [-2.2562, 5.7203, 0.7642], [1.3885, -2.5783, 0.6629], [-3.6076, 3.4951, -0.3328], [3.4465, -2.5813, 0.3613], [0.1502, 0.3405, -4.3017], [5.1837, 0.4814, -1.3078], [0.6798, 4.6876, -3.6798], [5.1852, -2.3553, 0.5218], [-2.1627, 3.6909, -1.3333], [-3.6032, -1.2772, -0.3366], [2.4085, 4.9000, 0.2481], [-3.2046, 4.7376, 2.5982], [-4.9228, -2.0706, -3.0940], [2.0223, 5.9416, -1.9720], [-0.2421, -0.1846, 3.3717], [3.2344, 0.5919, 5.2549], [6.1423, -2.2285, 2.9346], [-2.4273, -0.1115, -5.3052], [0.3065, 0.0459, -2.5702], [-1.6944, -1.1305, 3.7095], [-0.8631, 5.2592, -0.2231], [-3.0679, 0.1141, 0.5950], [-3.3174, -1.9970, -3.8168], [-3.0406, -6.3484, -4.0597], [-2.8187, -2.1522, 1.6724], [-1.6738, -2.5691, 0.3880], [-0.1526, 2.4305, -3.0836], [0.0715, 2.3717, 3.5992], [4.4383, -3.8687, 1.0619], [-1.6784, 1.4354, -4.8955], [-1.9722, 5.4849, 3.6291], [5.4504, -0.0867, 2.3001], [3.0837, 0.9807, -0.1742], [-0.0087, 3.9893, 4.3070], [-3.0625, 4.2559, 4.2892], [-0.5782, -3.3782, 1.8827], [4.9447, -2.1373, 4.2396], [-2.0982, 1.2331, 3.7237], [-3.2719, 1.0459, -4.2592], [1.8358, -0.0078, 4.3402], [5.2015, -3.6590, 3.3758], [-1.0668, 2.7152, 4.9278], [-0.7259, 5.2544, 1.5368], [2.5972, 1.5327, 3.8990], [-0.7396, -5.8135, -4.7777], [-2.7228, -3.6333, -0.7708], [4.7815, 1.4610, 2.8241], [-4.5857, -0.8680, -4.3466]],
  "forces_ev_per_angstrom": [[-0.1, -0.1, 0.0], [0.0, 0.1, 0.0], [0.0, -0.2, 0.0], [-0.1, 0.0, 0.0], [0.0, 0.0, -0.2], [0.1, 0.1, 0.1], [-0.2, 0.1, -0.1], [0.1, 0.1, 0.0], [0.1, 0.1, -0.1], [0.0, 0.0, 0.1], [0.0, 0.0, 0.0], [0.0, 0.1, 0.0], [0.1, 0.0, 0.0], [0.6, 0.2, -0.1], [-0.2, -0.1, -0.1], [0.0, 0.0, 0.0], [0.0, 0.0, 0.0], [0.0, 0.0, 0.0], [-0.1, 0.0, 0.0], [0.1, 0.0, 0.1], [0.0, 0.0, 0.0], [-0.3, 0.0, 0.0], [-0.1, 0.2, -0.1], [0.0, 0.0, 0.1], [0.0, 0.0, 0.1], [0.1, 0.0, 0.1], [0.0, 0.0, 0.0], [0.0, 0.0, 0.0], [0.0, 0.2, 0.1], [0.1, 0.0, 0.1], [-0.1, 0.1, 0.1], [0.0, -0.1, 0.2], [0.0, 0.0, 0.0], [0.0, 0.0, 0.0], [0.0, 0.0, 0.0], [-0.1, 0.0, 0.2], [-0.1, -0.1, 0.0], [0.0, 0.0, 0.0], [0.0, 0.0, -0.1], [0.0, 0.0, 0.0], [0.0, 0.0, 0.0], [0.0, 0.0, 0.0], [0.2, 0.0, 0.0], [0.0, 0.0, -0.1], [0.0, 0.0, 0.0], [0.0, -0.1, 0.1], [0.0, 0.0, 0.0], [-0.1, -0.1, 0.1], [0.1, -0.1, -0.1], [0.1, -0.1, 0.0], [0.0, -0.1, 0.0], [0.0, 0.0, 0.0], [0.0, 0.0, 0.0], [0.0, 0.0, 0.0], [0.0, 0.0, 0.0], [0.0, 0.0, 0.0], [0.0, 0.0, 0.0], [0.0, 0.0, 0.0], [0.0, 0.0, 0.0], [-0.1, 0.0, 0.0], [0.0, 0.0, 0.0], [0.0, -0.1, 0.0], [0.0, 0.0, 0.0], [0.0, 0.0, 0.0], [0.0, 0.0, 0.0], [0.0, -0.1, -0.1], [0.0, 0.0, 0.0], [0.0, -0.1, 0.1], [0.0, 0.0, 0.0], [0.0, 0.0, 0.0], [0.0, 0.0, 0.0], [0.0, 0.0, 0.0], [0.0, 0.0, 0.0], [0.0, 0.0, 0.0], [0.0, 0.0, 0.0], [0.0, 0.0, 0.0], [0.0, 0.0, 0.0], [0.0, 0.0, 0.0], [0.0, 0.0, 0.0], [0.0, 0.0, 0.0], [0.0, 0.0, 0.0], [0.0, 0.0, 0.0], [0.0, 0.0, 0.0], [0.0, 0.0, 0.0], [0.0, 0.0, 0.0], [0.0, -0.1, -0.1], [0.0, 0.0, 0.0], [-0.1, 0.0, 0.0], [0.0, 0.0, 0.0], [0.0, 0.0, 0.0], [0.1, 0.0, 0.1], [0.0, 0.0, 0.0], [-0.1, -0.1, 0.0], [0.0, 0.0, 0.0], [0.0, 0.0, 0.0], [0.0, 0.0, 0.0], [0.0, 0.0, 0.0], [0.0, 0.0, 0.0], [0.0, 0.0, 0.0], [0.0, 0.0, 0.0], [0.0, 0.0, 0.0], [0.0, 0.0, 0.0], [0.0, 0.0, 0.0], [-0.1, 0.1, 0.0], [0.0, 0.0, 0.0], [0.0, 0.0, 0.0], [0.0, 0.0, 0.0], [0.0, 0.0, 0.0], [0.0, 0.0, 0.0], [-0.1, 0.1, -0.1], [0.0, 0.0, 0.0], [-0.1, 0.0, 0.0], [0.0, 0.0, 0.0], [0.0, 0.0, 0.0]],
  "lowdin_charge": [0.926, 1.133, 0.693, -0.125, -0.165, 0.070, 0.005, -0.149, -0.196, 0.063, 0.120, -0.159, -0.120, -0.192, 0.027, -0.059, -0.058, -0.046, -0.041, -0.419, -0.467, -0.182, -0.232, -0.049, -0.100, -0.137, -0.081, -0.052, -0.206, -0.273, -0.370, -0.146, -0.284, -0.067, -0.061, -0.180, -0.382, -0.078, -0.529, -0.046, -0.036, -0.072, -0.211, -0.744, -0.078, -0.052, -0.059, -0.071, -0.143, -0.220, -0.073, -0.019, -0.035, -0.068, 0.113, 0.133, 0.108, 0.076, 0.093, 0.122, 0.096, 0.117, 0.092, 0.070, 0.048, 0.074, 0.093, 0.069, 0.098, 0.057, 0.099, 0.113, 0.105, 0.093, 0.085, 0.118, 0.107, 0.088, 0.093, 0.114, 0.100, 0.093, 0.088, 0.095, 0.036, 0.136, 0.080, 0.079, 0.093, 0.109, 0.145, 0.065, 0.092, 0.036, 0.099, 0.088, 0.093, 0.086, 0.028, 0.098, 0.095, 0.128, 0.093, 0.107, 0.085, 0.073, 0.091, 0.091, 0.097, 0.053, 0.112, 0.095, 0.088, 0.085],
  "e_lumo_ev": -2.09,
  "charge": 1,
  "e_above_lowest_kcal_mol": 0.0,
  "gap_ev": 7.913,
  "e_homo_ev": -10.00
}